No. 1
# C3H5NO2

An isolated molecule of C3H5NO2 (ωB97M-V/def2-TZVPD, the OMol25 dataset).

```
! wB97M-V def2-TZVPD RIJCOSX def2/J DEFGRID3
* xyz 0 1
C -0.4443 1.3928 -0.2290
C -0.0918 0.1502 -0.0150
C 0.8969 -0.6844 -0.7662
N -0.6695 -0.5680 1.1193
O -1.2399 0.1402 1.9247
O -0.5518 -1.7512 1.2619
H -0.9742 1.9578 0.5318
H -0.1429 1.8416 -1.1130
H 0.3630 -1.4451 -1.4233
H 1.4192 -1.1880 0.0206
H 1.4353 0.1540 -1.3117
*
```

LUMO = -0.012 Eh
SMILES string = C=C(C)[N+](=O)[O-]
HOMO-LUMO gap = 10.357 eV
Relative energy (zero: lowest compared OMol25 entry of this formula, charge and spin) = 425.9 kJ/mol


No. 2
# C22H24Br2N5O2SYb

A structure of composition C22H24Br2N5O2SYb (ωB97M-V/def2-TZVPD, the OMol25 dataset).

```
! wB97M-V def2-TZVPD RIJCOSX def2/J DEFGRID3
* xyz 2 2
Yb -0.1553 0.1815 0.6326
Br 0.6344 0.3406 3.4259
C 2.5422 0.5704 3.1246
Br 3.2616 -0.0116 1.4521
H 2.9369 -0.0074 3.9625
H 2.8385 1.5662 3.4098
O 0.2203 0.1421 -1.5608
C 0.8839 1.0223 -2.2760
C 1.3236 0.6506 -3.5595
C 2.1385 1.5358 -4.3516
C 2.2595 2.8724 -3.9544
C 1.6980 3.3065 -2.8060
C 1.1068 2.4145 -1.8489
C 0.7126 2.9628 -0.6243
N -0.3257 2.4497 0.1722
C -0.5772 3.4242 1.0845
C 0.2278 4.5367 0.8701
N 1.0278 4.2347 -0.2118
H 0.9966 -0.3189 -3.9743
H 2.6741 1.1648 -5.2650
H 2.6844 3.5995 -4.6244
H 1.9109 4.3788 -2.5520
H -1.3681 3.3122 1.7868
H 0.2466 5.4212 1.5260
H 1.5132 4.8549 -0.8852
C -5.5233 3.0125 2.0959
C -4.7908 1.9503 2.9433
C -4.1953 0.8545 2.1028
N -2.9153 0.8359 1.8223
N -2.3834 -0.3295 1.2636
C -3.3599 -1.1775 1.0006
N -3.2042 -2.3413 0.3296
S -4.9621 -0.5290 1.4871
H -6.2855 3.6821 2.5777
H -6.1806 2.5966 1.3978
H -4.8033 3.6968 1.5387
H -5.4436 1.5500 3.7991
H -4.0276 2.5142 3.5089
H -2.2016 -2.6997 0.2217
H -3.9282 -3.1128 0.4464
C 1.2401 -3.7108 2.0355
C 0.9487 -2.9969 0.7266
O 0.0454 -2.0988 0.7059
C 1.6479 -3.5252 -0.5093
C 1.1340 -3.2476 -1.8057
C 1.7641 -3.7654 -2.9161
C 2.9303 -4.4882 -2.7863
C 3.3925 -4.8031 -1.5285
C 2.8509 -4.2390 -0.3969
H 0.7683 -3.2400 2.9449
H 2.3249 -3.7077 2.2044
H 0.9640 -4.8280 2.0785
H 0.2641 -2.4993 -1.8395
H 1.3893 -3.4974 -3.9668
H 3.5012 -4.7656 -3.6656
H 4.3584 -5.2728 -1.4106
H 3.2688 -4.4216 0.6411
*
```

LUMO (spin up / spin down) = -0.226 / -0.242 Eh
HOMO-LUMO gap (spin up / spin down) = 6.534 / 6.117 eV
Relative energy (zero: lowest compared OMol25 entry of this formula, charge and spin) = 58.1 kJ/mol


No. 3
# C4H6MgO5Sc

A structure of composition C4H6MgO5Sc (ωB97M-V/def2-TZVPD, the OMol25 dataset).

```
! wB97M-V def2-TZVPD RIJCOSX def2/J DEFGRID3
* xyz 0 2
O -1.6151 1.5674 0.6507
C -2.4561 0.5565 0.2098
C -1.7535 -0.3644 -0.7822
O -0.4783 -0.7018 -0.1992
C 0.3026 -1.6095 -0.8477
Sc 0.2207 1.0196 0.9289
H -3.3551 0.9494 -0.3043
H -2.8236 -0.0647 1.0531
H -1.5562 0.1481 -1.7360
H -2.3190 -1.2892 -0.9653
H 1.3637 -1.6558 -0.6134
H -0.2137 -2.3525 -1.4573
O 1.7883 0.0831 2.0175
C 2.6660 0.6363 1.2602
O 2.1744 1.3454 0.2551
O 3.8996 0.3840 1.2479
Mg 4.1552 1.3480 -0.7178
*
```

LUMO (spin up / spin down) = -0.022 / -0.060 Eh
HOMO-LUMO gap (spin up / spin down) = 4.509 / 3.240 eV


The evaluated energy for the records listed, in turn: -8773.281, -217186.646, -40627.332 eV.